# 1
A molecular structure, C26H72AlF2N7O11S2 in a non-equilibrium geometry, computed with wB97M-V/def2-TZVPD.

Output
E_HOMO (Eh): -0.463
E_LUMO (hartree): -0.4168
Kohn-Sham gap (eV): 1.26
Molecular weight (g mol⁻¹): 788.0
Charge: +2

CARTESIAN COORDINATES (ANGSTROEM)
Al 3.1461 -2.0098 -2.4591
N 1.7031 -0.2882 -0.8196
S 1.9645 0.7326 0.4143
O 2.3519 0.1009 1.6276
O 1.1488 1.9025 0.4433
F 3.2862 1.4147 -0.1886
S 0.0485 -0.3417 -0.7538
O -0.5428 0.6618 -1.5623
O -0.5998 -0.6967 0.4659
F -0.0736 -1.6765 -1.6115
C 2.9255 2.3048 -4.1874
C 2.6347 0.8497 -3.8105
C 1.2964 0.3799 -4.3048
O 1.0466 -0.9465 -3.8827
C -0.1712 -1.4301 -4.4052
N 3.7035 -0.0902 -4.1983
H 2.2658 2.9939 -3.6642
H 2.8431 2.4199 -5.2732
H 3.9550 2.5671 -3.9400
H 2.5029 0.9146 -2.7242
H 1.1334 0.4702 -5.3873
H 0.5142 0.9760 -3.8236
H -0.5350 -2.2794 -3.8328
H -0.0602 -1.7625 -5.4439
H -0.9627 -0.6735 -4.4141
H 4.5922 0.2795 -3.8746
H 3.7098 -0.1099 -5.2156
C -2.8177 -2.9782 -1.0222
C -2.0358 -3.7018 0.0674
C -2.9582 -4.3446 1.0948
O -3.8987 -3.3865 1.5264
C -5.0997 -3.9911 1.9776
N -1.1403 -4.7104 -0.5184
H -3.0316 -1.9339 -0.7906
H -3.6470 -3.5419 -1.4552
H -2.2310 -2.8225 -1.9405
H -1.3629 -2.9896 0.5539
H -2.2879 -4.6419 1.9138
H -3.4201 -5.2429 0.6739
H -4.9132 -4.6820 2.8022
H -5.5984 -4.5370 1.1676
H -5.8212 -3.2183 2.2363
H -0.8762 -4.4268 -1.4548
H -1.5584 -5.6287 -0.6300
C -5.2092 3.3539 -8.0639
C -3.8453 2.8186 -7.6277
C -3.8171 2.4961 -6.1370
O -2.4934 2.2383 -5.7537
C -2.2804 2.3147 -4.3610
N -3.5613 1.6182 -8.4271
H -5.5192 4.2695 -7.5640
H -5.9771 2.5842 -7.9441
H -5.1740 3.5416 -9.1364
H -3.1150 3.5955 -7.8558
H -4.4620 1.6256 -5.9308
H -4.3030 3.3167 -5.5866
H -1.3029 1.9632 -4.0544
H -2.9481 1.5958 -3.8531
H -2.6051 3.3025 -4.0234
H -4.0382 0.8248 -8.0022
H -2.5785 1.3841 -8.2979
C 1.5609 -3.4092 2.1326
C 2.4876 -3.1757 0.9425
C 3.9187 -3.5990 1.1422
O 4.6734 -3.1138 0.0466
C 6.0344 -3.5077 0.1406
N 1.9335 -3.7325 -0.3003
H 1.6882 -4.3559 2.6612
H 0.5266 -3.2795 1.8129
H 1.7228 -2.6537 2.9087
H 2.6011 -2.0979 0.7860
H 3.9892 -4.6988 1.2034
H 4.2990 -3.2284 2.1013
H 6.5670 -3.1298 -0.7291
H 6.1431 -4.5968 0.1461
H 6.4913 -3.1062 1.0496
H 0.9167 -3.6216 -0.2946
H 1.9926 -4.7538 -0.2610
C 4.4637 3.6424 1.8545
C 4.8036 3.4564 3.2935
C 4.7527 4.6767 4.2088
O 5.6402 5.6092 3.6701
C 5.6796 6.7999 4.4458
N 4.0375 2.3061 3.8312
H 4.8855 4.5154 1.3510
H 3.4013 3.7768 1.6270
H 4.8173 2.8107 1.2418
H 5.8364 3.0728 3.4172
H 5.1449 4.3379 5.1788
H 3.7230 5.0316 4.3351
H 6.1430 6.6131 5.4180
H 4.6630 7.1736 4.6175
H 6.2081 7.5510 3.8674
H 4.0997 1.5601 3.1340
H 4.5504 1.8471 4.5865
C -3.2802 1.4409 3.2364
C -3.3737 -0.0074 3.6897
C -4.7993 -0.6181 3.4031
O -5.7580 0.0466 4.1438
C -5.9963 -0.5203 5.4136
N -2.3951 -0.7936 2.9513
H -3.1406 1.6054 2.1699
H -2.4088 1.8441 3.7613
H -4.1334 2.0111 3.5991
H -3.1515 -0.0967 4.7606
H -4.7716 -1.6943 3.6038
H -5.0390 -0.4693 2.3478
H -6.7780 0.0152 5.9515
H -5.1257 -0.4841 6.0792
H -6.3868 -1.5374 5.3035
H -2.3142 -0.4508 1.9945
H -2.7172 -1.7585 2.8180
C 0.4475 1.3195 5.1056
C 0.7154 -0.0604 4.5250
O -0.3697 -0.9250 4.7811
H -0.3672 1.8130 4.5699
H 1.3276 1.9415 4.9024
H 0.1793 1.3023 6.1589
H 1.6283 -0.5402 4.8700
H 0.8058 0.0396 3.4291
H -1.0925 -0.8715 4.1071

Forces on the atoms, in the same order (eV/Å):
-1.03 0.56 0.23
-1.86 0.13 1.47
2.60 2.56 -0.36
0.10 -0.33 -0.02
-0.96 -0.91 0.27
0.25 -1.10 0.13
-0.49 -0.87 -2.31
-0.06 0.06 -0.10
0.70 0.10 0.54
0.14 -0.12 0.32
0.28 -0.39 -0.86
-0.30 0.93 0.87
-0.87 0.35 -0.13
0.80 -0.58 0.28
-0.73 -0.48 -0.75
-0.53 -0.02 0.94
-0.11 -0.04 -0.12
-0.16 0.26 0.08
-0.03 -0.03 0.20
0.54 -0.67 0.01
0.38 -0.07 -0.06
0.23 0.34 -0.13
0.25 0.04 0.16
0.21 0.08 0.05
0.19 0.15 0.29
0.13 -0.04 -0.18
0.29 -0.47 -0.01
0.46 0.58 -1.30
-0.08 0.04 -1.00
1.23 0.25 0.11
-0.11 -0.02 0.07
-0.48 -0.18 -0.38
0.23 -0.32 0.02
-0.72 -0.26 0.44
-0.44 0.11 0.73
0.53 -0.28 0.34
-0.34 0.16 0.16
-0.42 -0.29 0.22
-0.23 0.11 -0.03
-0.09 0.11 0.13
0.30 -0.15 -0.03
0.28 0.13 0.33
-0.03 0.06 0.01
-0.10 0.04 0.22
-0.15 -0.37 -0.30
-0.78 -0.13 -0.39
-0.63 0.21 -0.01
0.80 -0.11 0.00
-1.74 -0.67 0.20
0.81 0.02 0.76
0.09 -0.04 0.16
-0.04 0.09 0.23
0.07 0.12 0.02
0.27 -0.21 0.10
0.11 -0.08 -0.12
0.52 0.16 0.13
0.41 0.66 -0.39
-0.11 0.11 -0.03
0.66 0.09 0.34
-0.34 0.07 -0.30
0.02 0.09 -0.35
0.04 0.39 0.61
0.28 0.86 -0.20
-0.10 -0.88 0.07
-0.03 -0.02 -0.02
0.29 -0.06 -0.01
-0.22 -0.36 0.21
-0.04 -0.25 -0.47
-0.05 -0.19 0.07
0.14 0.13 -0.22
-0.54 -0.01 0.05
0.07 0.07 -0.14
0.00 0.24 -0.12
-0.07 0.13 0.01
-0.15 0.01 0.05
0.00 0.02 -0.04
0.02 0.40 -0.27
0.49 0.05 -0.37
-0.17 0.58 -1.55
0.43 -1.08 0.77
0.24 -0.86 0.05
-0.26 0.47 -0.04
-0.40 -0.04 -0.18
0.61 -0.60 -0.26
0.44 0.13 0.64
-0.18 -0.33 0.53
-0.09 -0.21 0.22
0.20 0.62 -0.56
-0.33 0.10 0.18
0.05 0.27 -0.09
0.15 0.09 -0.05
0.02 -0.03 0.02
0.24 -0.06 0.12
-0.69 0.30 -0.24
-0.29 0.63 0.47
0.32 0.22 1.25
0.60 0.21 -1.18
-0.32 -0.07 0.04
0.02 0.03 0.14
-0.61 -0.24 0.70
-1.13 -0.51 -0.49
-0.15 -0.31 -0.10
0.00 0.26 -0.27
-0.07 -0.03 -0.13
-0.33 -0.08 0.05
-0.03 0.04 0.18
0.19 0.12 -0.03
0.02 0.41 -0.45
0.20 -0.20 -0.29
0.40 -0.12 0.01
0.51 0.21 0.15
0.32 -0.10 0.37
0.40 0.54 -0.61
-0.96 -0.06 -0.45
0.14 -0.60 0.20
-0.08 -0.17 0.00
-0.11 -0.04 0.38
0.26 -0.15 0.09
-0.01 0.06 0.28
0.19 0.09 0.12
0.24 0.42 -0.11

---

# 2
9 unconnected molecules or ions with the total composition C26H72F18N6O6P3 in a non-equilibrium geometry, computed with wB97M-V/def2-TZVPD.

Output
E_HOMO (Eh): -0.579
E_LUMO (hartree): -0.2799
Kohn-Sham gap (eV): 8.14
Molecular weight (g mol⁻¹): 999.8
Charge: +3

CARTESIAN COORDINATES (ANGSTROEM)
C -1.5089 -3.7272 -0.4855
C -2.2035 -4.9018 -1.1929
O -1.7450 -5.6672 -2.1093
N -3.6159 -5.1560 -0.7327
H -3.6971 -6.0787 -0.3301
H -4.0444 -4.5172 -0.0782
C -4.5684 -5.1233 -1.9852
H -1.2530 -4.0933 0.5087
H -2.1971 -2.9214 -0.2305
H -0.5941 -3.3650 -0.9546
H -4.1200 -5.6183 -2.8466
H -4.7661 -4.0827 -2.2422
H -5.5403 -5.5081 -1.6762
C -4.5930 0.8066 -0.1577
C -3.6910 1.8683 -0.7153
O -3.4556 2.9293 -0.1752
N -3.2573 1.6371 -2.1695
H -3.0041 0.6673 -2.2941
H -4.0622 1.9284 -2.7057
C -2.1514 2.4843 -2.7262
H -4.1900 -0.1299 -0.5433
H -5.6618 0.9649 -0.3010
H -4.4797 0.7629 0.9255
H -2.0738 2.1838 -3.7711
H -1.2814 2.2373 -2.1179
H -2.4279 3.5315 -2.6039
C 4.7481 -1.6210 0.8414
N 4.6726 -0.0511 0.9531
C 3.4263 0.3100 1.7728
C 5.9656 0.4734 1.5890
C 4.4038 0.6872 -0.4020
C 5.4652 0.3332 -1.4881
O 5.0287 -0.8557 -2.0573
H 5.7094 -1.8967 0.4077
H 4.0210 -1.9087 0.0820
H 4.7434 -1.9871 1.8680
H 3.1188 1.3473 1.9053
H 3.5353 -0.1017 2.7762
H 2.7154 -0.3524 1.2790
H 6.7545 0.1065 0.9323
H 5.9408 -0.1341 2.4936
H 5.8389 1.5412 1.7671
H 4.4635 1.7632 -0.2382
H 3.4197 0.4410 -0.8008
H 6.5216 0.3999 -1.2278
H 5.2884 1.0556 -2.2849
H 5.5292 -1.0604 -2.8505
C 2.2319 -2.6470 -5.7884
N 1.5299 -2.8062 -4.4100
C 0.4032 -3.8619 -4.5284
C 2.4975 -3.3224 -3.3120
C 0.7808 -1.4926 -4.0620
C 1.6002 -0.2844 -3.4409
O 2.6322 0.2096 -4.2279
H 1.6109 -2.0636 -6.4681
H 2.5234 -3.5923 -6.2463
H 3.1505 -2.0667 -5.7027
H -0.1508 -3.9933 -3.5990
H 0.8430 -4.8360 -4.7425
H -0.1406 -3.4859 -5.3950
H 2.7368 -4.3490 -3.5891
H 2.1618 -3.2696 -2.2763
H 3.3746 -2.6756 -3.2895
H 0.0795 -1.8566 -3.3112
H 0.3072 -1.0807 -4.9532
H 2.0852 -0.6108 -2.5210
H 0.8008 0.4266 -3.2325
H 2.8824 1.0814 -3.9133
C -0.5968 -1.3662 5.9719
N -1.6296 -1.5575 4.8165
C -2.9795 -1.9674 5.4870
C -1.7814 -0.1447 4.2632
C -1.1963 -2.6005 3.7110
C 0.3808 -2.7485 3.6284
O 0.9911 -1.5836 3.1188
H 0.1313 -0.5791 5.7757
H -0.1479 -2.2720 6.3793
H -1.0576 -0.8916 6.8382
H -2.7824 -2.9377 5.9428
H -3.6929 -2.0655 4.6687
H -3.2260 -1.2678 6.2856
H -2.4346 -0.0458 3.3962
H -0.7767 0.1776 3.9897
H -2.0371 0.5430 5.0693
H -1.7019 -2.2977 2.7940
H -1.5682 -3.5514 4.0926
H 0.6129 -3.6196 3.0156
H 0.8852 -3.0730 4.5385
H 0.6662 -1.3207 2.2545
C -2.5286 5.4876 2.1598
N -1.2853 5.5485 3.0602
C -1.0679 6.9448 3.5815
C -1.7411 4.6388 4.2005
C 0.0426 5.0708 2.3581
C -0.0187 3.5307 2.0109
O 0.1996 2.6197 3.0704
H -3.3458 5.7402 2.8355
H -2.9109 4.5539 1.7472
H -2.3212 6.1000 1.2823
H -0.9104 7.6668 2.7802
H -0.2511 6.8250 4.2932
H -1.9823 6.9899 4.1730
H -2.4804 5.0165 4.9069
H -0.7374 4.4997 4.6021
H -2.0610 3.6390 3.9070
H 0.8343 5.1041 3.1065
H -0.0043 5.7589 1.5139
H 0.7787 3.4460 1.2726
H -0.9213 3.2673 1.4595
H 0.4058 1.7791 2.6550
P -3.1738 -1.2652 -4.5515
F -3.5421 -2.6623 -3.9077
F -4.0576 -1.6199 -5.8793
F -4.5503 -0.6637 -3.8073
F -2.6630 0.1596 -5.1503
F -2.3531 -0.8431 -3.2467
F -1.8897 -1.9412 -5.2699
P -0.3455 0.1074 0.4526
F -1.2144 -0.4210 -0.7662
F -1.6150 0.8738 1.1632
F -0.4402 -1.2916 1.1929
F 0.6744 0.6397 1.5739
F 0.9461 -0.4735 -0.3210
F 0.0252 1.4318 -0.2952
P 2.8236 3.6885 -1.7668
F 2.7969 4.2542 -3.3012
F 4.4497 3.7214 -1.7142
F 2.5707 5.2466 -1.4694
F 2.6545 3.2773 -0.2173
F 1.2358 3.4960 -2.0145
F 2.8484 2.2026 -2.3165

Forces on the atoms, in the same order (eV/Å):
-0.68 -1.05 0.15
3.25 -2.15 -4.04
-2.64 4.08 5.15
-0.99 -0.37 -2.17
0.20 -0.66 0.10
0.46 0.54 0.39
-0.44 0.60 0.22
0.32 -0.35 0.15
-0.10 0.17 -0.64
-0.35 -0.16 -0.23
0.03 -0.21 0.49
0.52 0.12 0.05
0.31 -0.49 0.01
1.15 -0.58 0.39
-0.60 2.79 0.97
0.12 -2.17 -1.42
0.06 1.30 1.25
-0.28 -0.87 -0.60
-0.76 -0.80 -0.50
0.23 -0.06 0.75
-0.72 -0.32 -0.16
0.15 0.02 -0.70
0.25 0.31 -0.01
0.24 0.15 0.12
0.26 0.30 -0.42
0.13 -0.15 -0.10
0.71 2.16 -0.48
-0.63 1.22 -0.70
0.62 -2.22 0.28
-1.86 -1.70 -0.26
2.28 -0.74 -0.37
-1.81 1.54 -0.36
0.03 -2.22 0.03
0.09 0.34 0.02
-0.38 -0.23 0.73
-0.68 -0.23 -0.27
0.51 0.04 -0.95
0.29 -0.06 0.08
-0.49 0.80 0.20
0.22 0.73 0.27
0.72 0.56 0.39
0.46 -0.18 -0.14
-0.10 -0.17 0.47
0.06 -0.16 0.36
-0.02 -0.32 0.40
0.29 0.82 0.37
0.13 0.11 -0.10
0.36 0.18 0.58
-0.13 -0.45 0.31
1.27 0.49 -1.00
0.25 0.97 -1.09
1.81 0.83 0.71
-0.11 -1.80 0.35
-0.17 -0.48 -1.36
-0.38 -0.32 0.27
-0.44 -0.22 0.38
-0.14 0.08 0.60
-0.07 0.62 -0.18
0.20 0.16 -0.24
-0.66 -0.46 0.45
0.15 0.19 0.09
-0.98 -0.01 -0.34
0.10 -0.13 -0.43
-0.26 0.65 -0.14
-0.20 -0.70 -0.01
-0.54 -0.08 0.53
0.11 0.29 0.18
-0.06 0.37 0.16
-0.35 0.39 0.46
0.05 0.97 1.31
1.66 -0.54 -0.83
1.10 -0.03 0.01
1.23 0.20 2.23
-0.91 0.57 -1.39
0.91 -0.28 1.82
0.34 -0.65 -0.96
-0.14 -0.13 -0.67
-0.94 -0.29 -0.16
-0.21 -0.02 -0.05
-0.21 0.19 0.37
-0.11 0.16 -0.48
-0.13 -0.40 0.26
-0.08 -0.17 -0.40
-0.51 -0.33 0.04
0.30 -0.04 0.12
-0.23 -0.01 -0.18
-0.43 -0.15 -0.62
-0.45 0.68 0.44
0.08 -0.54 0.38
0.48 0.80 -0.37
-1.72 -2.04 -1.03
-0.89 -1.82 0.82
2.74 -0.38 0.26
-2.56 -2.35 1.25
0.32 1.22 -1.44
-0.31 1.32 0.94
0.00 1.01 -0.44
1.24 -0.71 0.36
-0.56 0.55 0.30
-0.13 -0.11 0.26
0.19 0.54 -0.24
0.08 1.53 -0.11
0.30 0.71 -0.34
-0.49 -0.43 1.38
0.07 0.36 -0.76
0.11 0.96 -0.24
1.12 -0.45 -0.19
0.17 -0.13 -0.14
-0.29 0.22 0.07
0.10 0.09 -0.04
-1.78 0.49 -3.30
0.04 -1.32 0.91
0.60 0.71 1.20
1.06 0.51 -0.49
-1.16 0.05 0.03
0.97 -0.28 1.72
0.28 -0.15 0.59
2.12 2.59 -2.95
-1.56 -0.22 0.16
0.46 -1.68 0.08
-2.06 -0.67 0.26
-0.05 -0.75 1.81
1.01 -1.65 -0.08
-1.25 1.94 -1.10
-1.72 3.33 -3.52
1.50 -1.08 -0.89
-1.08 -0.02 0.71
0.72 0.00 2.27
0.60 -0.28 0.06
-1.96 0.22 1.40
1.64 -2.41 0.21

---

Number 1 is which compound? C26H72AlF2N7O11S2